Entry a
Computed, not measured: a structure of composition C37H32FeN7O2PSe, with ωB97M-V with the def2-TZVPD basis set.

The orbital gap (alpha / beta) is 0.270 / 0.274 hartree. For the LUMO energy (alpha / beta), the calculation gives -0.1419 / -0.1487 eV. For the HOMO energy (alpha / beta), the calculation gives -7.49 / -7.60 eV. As for the charge: 0. The spin multiplicity is 5.

Geometry as XYZ:
```
81
C37H32FeN7O2PSe ωB97M-V with the def2-TZVPD basis set
Fe -0.0704 0.6406 -0.5164
C -1.1512 -1.4026 3.8749
C 0.0190 -2.2360 3.7793
C 1.1791 -1.7298 3.2469
C 1.2306 -0.3638 2.8513
N 0.2132 0.4278 3.0395
C -0.9508 -0.0944 3.4905
N 2.4648 0.0419 2.3301
C 2.7376 0.5936 1.2055
N 1.8321 1.0211 0.2200
C 2.5105 2.0331 -0.5244
N 2.0693 3.0285 -1.2200
C 0.7255 3.4583 -1.2341
C 0.3185 4.5895 -1.9531
C -0.9451 5.1304 -1.8049
C -1.8368 4.5229 -0.9109
C -1.3536 3.4024 -0.2869
N -0.1513 2.8997 -0.4405
C 3.9619 1.8677 -0.2834
C 5.1130 2.3427 -0.9308
C 6.3283 1.8841 -0.4409
C 6.4311 1.0974 0.7300
C 5.2852 0.6901 1.3790
C 4.0791 0.9936 0.7909
H -2.1039 -1.7396 4.2024
H 0.0136 -3.2238 4.1876
H 2.0670 -2.2851 3.1477
H -1.7335 0.6340 3.6158
H 0.9822 5.0733 -2.6899
H -1.2011 6.0078 -2.3621
H -2.8093 4.9891 -0.6903
H -2.0390 2.8995 0.3997
H 5.1147 2.9456 -1.8630
H 7.2192 2.1153 -0.9248
H 7.3843 0.9769 1.1364
H 5.2929 0.1443 2.2780
O -1.9719 -0.8438 -3.7701
C -1.7429 -0.1265 -2.7867
O -0.6239 0.4158 -2.4229
C -2.8866 0.3004 -1.9011
P -2.5327 -0.0326 -0.1588
C -2.7804 -1.8140 -0.0372
C -3.3975 -2.4829 -1.0977
C -3.4331 -3.8809 -1.1326
C -2.9500 -4.5908 -0.0044
C -2.3828 -3.8768 1.0363
C -2.2775 -2.4927 1.0294
C -3.9100 0.6387 0.8604
C -5.2255 0.2066 0.7802
C -6.2429 0.8633 1.4466
C -5.9508 1.9222 2.2900
C -4.6190 2.3017 2.4999
C -3.6185 1.6642 1.7842
H -3.8329 -0.1615 -2.2706
H -2.9717 1.4079 -1.9951
H -3.8184 -1.9572 -1.9619
H -3.9122 -4.4138 -1.9476
H -2.9672 -5.6897 0.0293
H -2.0384 -4.4242 1.9436
H -1.7253 -1.9778 1.8402
H -5.4591 -0.6317 0.0992
H -7.2857 0.5513 1.2864
H -6.7189 2.4796 2.8118
H -4.4091 3.1659 3.1529
H -2.6118 1.9888 1.8524
C 1.1944 -1.8836 -3.7278
N 2.1882 -1.6351 -2.7125
C 3.5274 -1.4277 -3.1012
C 4.3257 -1.6764 -2.0636
N 3.5078 -2.0553 -0.9860
C 4.0041 -2.5158 0.2569
C 2.1856 -1.9836 -1.4075
Se 0.7739 -2.3241 -0.2659
H 1.4588 -2.7052 -4.3794
H 1.0251 -0.9144 -4.2239
H 0.2829 -2.1642 -3.2112
H 3.7361 -1.0523 -4.0817
H 5.3809 -1.5279 -1.9826
H 5.0220 -2.1650 0.3548
H 4.0366 -3.6443 0.3299
H 3.4207 -2.2108 1.1164
```

Results of the Löwdin charge analysis, in e, for atoms 1 through 6:
1. Fe 0.675
2. C -0.089
3. C -0.063
4. C -0.048
5. C -0.370
6. N 0.129


Entry b
Computed, not measured: a structure of composition C37H32FeN7O2PSe, with ωB97M-V with the def2-TZVPD basis set.

The orbital gap (alpha / beta) is 0.280 / 0.281 hartree. For the LUMO energy (alpha / beta), the calculation gives -0.2046 / -0.2346 eV. For the HOMO energy (alpha / beta), the calculation gives -7.82 / -7.89 eV. As for the charge: 0. The spin multiplicity is 5.

Geometry as XYZ:
```
81
C37H32FeN7O2PSe ωB97M-V with the def2-TZVPD basis set
Fe -1.1766 0.5147 -0.5085
C -5.5671 0.0610 -0.1069
C -6.0468 -0.9454 -0.9478
C -5.1115 -1.7122 -1.6123
C -3.7475 -1.4812 -1.4741
N -3.3468 -0.4363 -0.7033
C -4.1882 0.2705 -0.0168
N -2.9635 -2.3853 -2.1197
C -1.7312 -2.2283 -2.2380
N -1.0279 -1.0379 -2.0847
C 0.2648 -1.2599 -2.5511
N 1.1529 -0.3724 -2.7590
C 0.9558 1.0148 -2.5695
C 2.0102 1.7993 -3.1038
C 1.8762 3.1601 -3.1500
C 0.7758 3.7442 -2.5946
C -0.1600 2.9603 -1.9334
N -0.0672 1.6177 -1.9382
C 0.4645 -2.7680 -2.8013
C 1.6029 -3.5056 -2.9994
C 1.3654 -4.8872 -3.2698
C 0.0900 -5.4626 -3.1639
C -1.0134 -4.6716 -2.8225
C -0.7723 -3.3077 -2.7291
H -6.2195 0.7125 0.4859
H -7.1149 -1.1416 -1.0454
H -5.4001 -2.5322 -2.3154
H -3.8840 1.0769 0.6426
H 2.8428 1.2256 -3.5146
H 2.6437 3.7636 -3.5541
H 0.5756 4.7908 -2.6637
H -0.9991 3.4337 -1.4124
H 2.6404 -3.1043 -2.9652
H 2.2340 -5.5231 -3.3867
H -0.0337 -6.5410 -3.2337
H -1.9706 -5.0665 -2.4558
O -0.4612 -1.4706 2.7323
C 0.0930 -0.8936 1.8143
O -0.3691 0.2079 1.2844
C 1.3847 -1.4828 1.2838
P 2.4074 -0.2989 0.3524
C 3.0580 0.7078 1.7749
C 3.9680 0.1672 2.6966
C 4.3785 0.9367 3.7785
C 3.9404 2.2270 3.9071
C 3.1421 2.7959 2.9430
C 2.6559 2.0316 1.8846
C 3.8377 -1.3967 -0.2039
C 4.4937 -1.1264 -1.4047
C 5.4784 -2.0032 -1.8821
C 5.7839 -3.1783 -1.2274
C 5.0780 -3.5001 -0.0976
C 4.1037 -2.6400 0.3931
H 1.0699 -2.2530 0.5180
H 1.9396 -1.9831 2.1085
H 4.3155 -0.8601 2.6053
H 5.0719 0.4623 4.4986
H 4.3056 2.8253 4.7512
H 2.8223 3.8115 3.0361
H 2.0442 2.4734 1.1002
H 4.2068 -0.2845 -1.9865
H 5.9925 -1.6775 -2.7893
H 6.5316 -3.8866 -1.5884
H 5.1883 -4.4390 0.4377
H 3.6067 -3.0063 1.2506
C -4.0956 5.3659 1.9967
N -4.1431 3.9631 2.3293
C -5.1524 3.3090 3.0475
C -4.7031 2.0494 3.3028
N -3.4579 1.9640 2.7913
C -2.4942 0.8656 2.9892
C -3.1179 3.0980 2.1251
Se -1.6256 3.4636 1.1318
H -5.0460 5.8656 2.1980
H -3.8081 5.4513 0.9380
H -3.3304 5.8367 2.5804
H -6.0880 3.7702 3.2604
H -5.1245 1.2298 3.8092
H -2.6581 0.4234 3.9706
H -1.4915 1.2038 2.8894
H -2.6852 0.0992 2.2850
```

Results of the Löwdin charge analysis, in e, for atoms 1 through 6:
1. Fe 0.844
2. C -0.061
3. C -0.062
4. C -0.020
5. C -0.308
6. N 0.079


In order of decreasing stability: entry b, entry a.


Entry a
Computed, not measured: a cluster of 2 separate species, C4H5N2O2 in total, with ωB97M-V with the def2-TZVPD basis set.

The orbital gap is 0.392 hartree. For the LUMO energy, the calculation gives -5.1203 eV. For the HOMO energy, the calculation gives -15.79 eV. As for the charge: +1. The spin multiplicity is 1.

Geometry as XYZ:
```
13
C4H5N2O2 ωB97M-V with the def2-TZVPD basis set
C -0.1278 0.0616 -1.1684
C -2.2034 -2.0848 -0.7873
C -0.1788 0.7716 -2.2582
C -0.3468 -0.9118 2.0669
N 0.1333 -0.3624 -0.0050
N -0.8066 -0.5949 0.9524
O -2.6259 -2.7452 0.0314
O -1.7240 -1.4492 -1.6490
H -0.3977 0.4351 -3.2100
H -0.1727 1.8124 -2.1173
H 0.6024 -1.1713 2.3764
H -1.0700 -1.3383 2.7672
H 1.1121 -0.3683 0.5170
```

Results of the Löwdin charge analysis, in e, for atoms 1 through 6:
1. C 0.000
2. C -0.395
3. C 0.195
4. C 0.070
5. N 0.049
6. N 0.017


Entry b
Computed, not measured: the ion C4H5N2O2 with charge +1, with ωB97M-V with the def2-TZVPD basis set.

The orbital gap (alpha / beta) is 0.288 / 0.288 hartree. For the LUMO energy (alpha / beta), the calculation gives -4.9618 / -4.9606 eV. For the HOMO energy (alpha / beta), the calculation gives -12.80 / -12.80 eV. As for the charge: +1. The spin multiplicity is 1.

Geometry as XYZ:
```
13
C4H5N2O2 ωB97M-V with the def2-TZVPD basis set
C 0.8169 -2.3674 -1.0393
C -1.5461 0.1855 0.9654
C 0.7567 1.0554 -0.1960
C 0.1063 -0.0224 -0.9664
N 0.5313 -1.2690 -0.9643
N -0.7071 0.8092 1.6722
O -2.5778 -0.1532 0.6012
O 0.6327 0.8315 1.2090
H 1.3603 -3.2895 -1.1635
H 1.8894 1.2638 -0.2802
H 0.2243 1.9513 -0.5251
H -0.4975 0.1101 -1.9311
H -0.9896 0.8947 2.6179
```

Results of the Löwdin charge analysis, in e, for atoms 1 through 6:
1. C 0.264
2. C -0.171
3. C -0.176
4. C -0.150
5. N 0.036
6. N 0.151


In order of decreasing stability: entry a, entry b.


Entry a
Computed, not measured: an isolated molecule of C5H9P, with ωB97M-V with the def2-TZVPD basis set.

The orbital gap is 0.306 hartree. For the LUMO energy, the calculation gives 0.7914 eV. For the HOMO energy, the calculation gives -7.54 eV. As for the charge: 0. The spin multiplicity is 1.

Geometry as XYZ:
```
15
C5H9P ωB97M-V with the def2-TZVPD basis set
C 0.2080 1.0111 -0.7664
C 0.8196 0.0055 -0.1988
C -1.3216 1.2134 -0.6955
C -0.9328 -1.3981 0.5035
C 2.1177 -0.5567 0.1946
P -2.1474 -0.1335 0.4595
H 0.7159 1.8692 -1.1801
H -1.8113 2.1991 -0.3861
H -1.5934 1.1156 -1.6867
H -0.7716 -1.9015 -0.4452
H -0.4964 -1.8607 1.4356
H 1.8828 -0.7359 1.2283
H 2.8527 0.1994 0.2002
H 2.4640 -1.4596 -0.3082
H -1.9861 0.4328 1.6452
```

Results of the Löwdin charge analysis, in e, for atoms 1 through 6:
1. C -0.194
2. C -0.137
3. C -0.363
4. C -0.327
5. C -0.101
6. P 0.788


Entry b
Computed, not measured: a structure of composition C5H9P, with ωB97M-V with the def2-TZVPD basis set.

The orbital gap is 0.288 hartree. For the LUMO energy, the calculation gives 0.0350 eV. For the HOMO energy, the calculation gives -7.81 eV. As for the charge: 0. The spin multiplicity is 1.

Geometry as XYZ:
```
15
C5H9P ωB97M-V with the def2-TZVPD basis set
C -0.3956 -0.0248 -0.5135
C 0.9420 0.0553 -0.4587
C -3.5059 0.0517 1.3914
C 1.6831 1.0809 0.2757
C 1.8271 -0.9571 -1.2133
P -1.9481 0.5111 -0.3193
H -4.3067 0.8387 1.2734
H -2.9353 -0.0320 2.3757
H -3.7447 -0.9025 1.1701
H 2.4593 1.4619 -0.4774
H 2.2763 0.6185 1.0824
H 1.0641 1.8511 0.6603
H 2.5709 -0.2434 -1.7183
H 1.2350 -1.5712 -1.8732
H 2.3559 -1.6666 -0.5403
```

Results of the Löwdin charge analysis, in e, for atoms 1 through 6:
1. C -0.457
2. C -0.474
3. C -0.202
4. C -0.088
5. C -0.070
6. P 0.852


Entry c
Computed, not measured: an isolated molecule of C5H9P, with ωB97M-V with the def2-TZVPD basis set.

The orbital gap (alpha / beta) is 0.305 / 0.284 hartree. For the LUMO energy (alpha / beta), the calculation gives 0.1254 / 0.0573 eV. Its SMILES is C=P#CC(C)C. For the HOMO energy (alpha / beta), the calculation gives -8.19 / -7.66 eV. As for the charge: 0. The spin multiplicity is 1.

Geometry as XYZ:
```
15
C5H9P ωB97M-V with the def2-TZVPD basis set
C 0.3876 -1.0288 -3.0049
P 1.9786 -1.0853 -1.9541
C 1.1285 -0.3158 -0.7776
C 0.3186 0.2526 0.2469
C -1.0478 -0.4358 0.1596
C 0.9515 0.1659 1.6483
H -0.4436 -1.5334 -2.2893
H 0.0833 -0.1133 -3.5749
H 0.2665 1.3035 -0.0712
H -0.9391 -1.4652 0.2795
H -1.5238 -0.1393 -0.8673
H -1.6978 0.0705 1.0513
H 0.5590 0.8847 2.3070
H 2.0975 0.2702 1.7123
H 0.7393 -0.7953 2.0769
```

Results of the Löwdin charge analysis, in e, for atoms 1 through 6:
1. C -0.289
2. P 0.762
3. C -0.408
4. C -0.534
5. C -0.101
6. C -0.071


In order of decreasing stability: entry b, entry a, entry c.


Entry a
Computed, not measured: a cluster of 2 separate species, CH4N2P2 in total, with ωB97M-V with the def2-TZVPD basis set.

The orbital gap (alpha / beta) is 0.226 / 0.275 hartree. For the LUMO energy (alpha / beta), the calculation gives -1.8232 / -1.2315 eV. Its SMILES is [H]/P=N\C1=PN1.[H][H]. For the HOMO energy (alpha / beta), the calculation gives -7.96 / -8.72 eV. As for the charge: 0. The spin multiplicity is 1.

Geometry as XYZ:
```
9
CH4N2P2 ωB97M-V with the def2-TZVPD basis set
H -1.3136 -1.5211 1.6390
P -1.5000 -2.0310 0.3150
N 0.0018 -2.1271 -0.2380
C 0.9419 -1.3562 0.1659
P 2.5263 -0.8642 -0.2084
N 1.1509 -0.2175 0.9511
H 1.2330 -0.5296 1.9025
H 0.6129 0.7236 -1.1914
H 0.1815 1.3442 -1.1715
```

Results of the Löwdin charge analysis, in e, for atoms 1 through 6:
1. H -0.168
2. P 0.773
3. N -0.376
4. C -1.033
5. P 0.937
6. N -0.192


Entry b
Computed, not measured: a cluster of 2 separate species, CH4N2P2 in total, with ωB97M-V with the def2-TZVPD basis set.

The orbital gap (alpha / beta) is 0.289 / 0.289 hartree. For the LUMO energy (alpha / beta), the calculation gives -0.1264 / -0.1261 eV. For the HOMO energy (alpha / beta), the calculation gives -7.99 / -7.99 eV. As for the charge: 0. The spin multiplicity is 1.

Geometry as XYZ:
```
9
CH4N2P2 ωB97M-V with the def2-TZVPD basis set
C -0.6438 2.7929 1.7778
N 0.0311 3.2468 2.6035
N -0.7840 -1.1344 -1.0288
P 1.8563 -2.4206 -1.6884
P 0.5996 -0.7642 -1.8229
H 0.6820 3.8919 2.9689
H -1.5237 -0.3884 -0.8164
H -1.0472 -1.9434 -0.4311
H 0.8297 -3.2805 -1.5626
```

Results of the Löwdin charge analysis, in e, for atoms 1 through 6:
1. C -0.089
2. N 0.035
3. N -0.418
4. P 0.270
5. P 0.355
6. H 0.055


Entry c
Computed, not measured: an isolated molecule of CH4N2P2, with ωB97M-V with the def2-TZVPD basis set.

The orbital gap is 0.306 hartree. For the LUMO energy, the calculation gives -0.5061 eV. Its SMILES is [H]/P=N/C/N=P/[H]. For the HOMO energy, the calculation gives -8.84 eV. As for the charge: 0. The spin multiplicity is 1.

Geometry as XYZ:
```
9
CH4N2P2 ωB97M-V with the def2-TZVPD basis set
H 2.6578 0.7747 -1.1014
P 1.7146 -0.1550 -1.1190
N 1.1888 0.5360 0.1407
C 0.0775 -0.0611 0.8630
N -1.2560 -0.0003 0.3475
P -1.5687 0.0614 -1.1735
H -3.0250 -0.1361 -0.9118
H 0.2902 -1.1326 0.9913
H -0.0792 0.1131 1.9633
```

Results of the Löwdin charge analysis, in e, for atoms 1 through 6:
1. H -0.170
2. P 0.774
3. N -0.410
4. C -0.563
5. N -0.422
6. P 0.726


In order of decreasing stability: entry b, entry c, entry a.


Entry a
Computed, not measured: the ion C6H14N2 with charge +1, with ωB97M-V with the def2-TZVPD basis set.

The orbital gap (alpha / beta) is 0.412 / 0.249 hartree. For the LUMO energy (alpha / beta), the calculation gives -3.7374 / -8.1623 eV. For the HOMO energy (alpha / beta), the calculation gives -14.95 / -14.93 eV. As for the charge: +1. The spin multiplicity is 2.

Geometry as XYZ:
```
22
C6H14N2 ωB97M-V with the def2-TZVPD basis set
C -0.8660 -1.5225 -2.2548
C -0.7957 -1.3054 -0.7409
C 0.5973 -1.5288 -0.1728
C 1.5863 -0.3801 -0.4971
C 1.5816 0.8322 0.4348
N 0.2884 1.5110 0.5794
C -0.5721 1.2339 1.5628
N -1.8029 1.5530 1.3987
H -1.7772 -1.9345 -2.6897
H -0.0748 -2.2215 -2.5434
H -0.6424 -0.6379 -2.8227
H -1.4990 -1.9885 -0.2976
H -1.1990 -0.3464 -0.4364
H 1.0429 -2.4479 -0.5468
H 0.5458 -1.6577 0.9100
H 2.5933 -0.7799 -0.4256
H 1.3597 -0.1453 -1.5440
H 1.8412 0.4858 1.4250
H 2.2443 1.5961 0.0481
H -0.0741 1.8500 -0.3107
H -0.1406 0.7657 2.4462
H -2.4641 1.1491 2.0611
```

Results of the Löwdin charge analysis, in e, for atoms 1 through 6:
1. C -0.089
2. C -0.259
3. C -0.200
4. C -0.149
5. C -0.119
6. N 0.154


Entry b
Computed, not measured: the ion C6H14N2 with charge +1, with ωB97M-V with the def2-TZVPD basis set.

The orbital gap (alpha / beta) is 0.211 / 0.321 hartree. For the LUMO energy (alpha / beta), the calculation gives -3.6504 / -3.6541 eV. For the HOMO energy (alpha / beta), the calculation gives -9.38 / -12.38 eV. As for the charge: +1. The spin multiplicity is 2.

Geometry as XYZ:
```
22
C6H14N2 ωB97M-V with the def2-TZVPD basis set
C 0.6271 1.9697 0.9691
C 0.9274 0.5154 0.7519
C 0.1425 -0.1142 -0.4111
C -1.1992 -0.6688 -0.0581
C -2.0151 -0.1981 0.8876
C -1.3791 -1.7866 -2.2290
N -1.6078 -1.7260 -0.8791
N 2.4066 0.3285 0.4742
H 0.5238 2.2368 2.0263
H 1.4374 2.6085 0.6062
H -0.2952 2.3288 0.5154
H 0.7510 -0.0880 1.6270
H 0.0159 0.6812 -1.1602
H 0.7227 -0.8847 -0.9242
H -1.7317 0.5755 1.5889
H -2.9733 -0.6460 1.1024
H -1.8550 -2.4717 -2.9018
H -0.5677 -1.2537 -2.6632
H -2.3254 -2.3115 -0.5054
H 2.6294 -0.4503 -0.1455
H 2.9707 0.1837 1.2980
H 2.7951 1.1715 0.0304
```

Results of the Löwdin charge analysis, in e, for atoms 1 through 6:
1. C -0.034
2. C -0.318
3. C -0.119
4. C -0.353
5. C 0.080
6. C -0.005


In order of decreasing stability: entry a, entry b.